(1)
{"formula": "CH5F2N2O2PS", "method": "ωB97M-V/def2-TZVPD", "homo_ev": -11.126, "lumo_energy_ev": -0.145, "charge": 0, "molar_mass_g_mol": 178.10, "homo_lumo_gap_ev": 11.0, "elements": ["S", "P", "F", "F", "O", "O", "N", "N", "C", "H", "H", "H", "H", "H"], "coordinates": [[-0.48950, -0.88387, 0.14798], [2.27391, -0.47064, -0.07360], [3.16623, 1.21584, 0.60229], [1.79273, 0.40015, -1.30507], [-0.18820, -1.51158, -1.05153], [-1.24338, -1.66267, 1.03371], [0.93264, -0.46190, 0.94442], [3.06654, -1.73296, -0.34786], [-1.13962, 0.77376, -0.22200], [-1.81284, 0.71565, -1.10488], [-0.27127, 1.36669, -0.37796], [4.02049, -1.73036, -0.01742], [-1.76308, 1.22707, 0.48764], [1.14469, -0.58290, 1.96382]]}

=====

(2)
{"formula": "CH5FN2", "method": "ωB97M-V/def2-TZVPD", "homo_ev": -10.231, "lumo_energy_ev": 0.187, "smiles": "[H]/N=N/C.F", "charge": 0, "molar_mass_g_mol": 64.06, "homo_lumo_gap_ev": 10.4, "elements": ["F", "N", "N", "C", "H", "H", "H", "H", "H"], "coordinates": [[3.07959, 0.21858, -0.01878], [-0.55798, -0.90786, -0.05538], [0.66451, -1.13952, -0.00316], [-0.88951, 0.48282, -0.02729], [0.83119, -2.15314, -0.06443], [-1.79073, 0.61123, 0.56948], [-1.13114, 0.77820, -1.05192], [-0.06832, 1.11021, 0.33512], [2.23417, -0.23896, 0.02665]]}

=====

(3)
{"formula": "CH5FNP", "method": "ωB97M-V/def2-TZVPD", "homo_ev": -10.413, "lumo_energy_ev": 0.711, "smiles": "C=NF.P", "charge": 0, "molar_mass_g_mol": 81.03, "homo_lumo_gap_ev": 11.1, "elements": ["P", "F", "N", "C", "H", "H", "H", "H", "H"], "coordinates": [[1.66953, 0.96074, 0.07608], [-1.56432, -1.97767, -0.61741], [-1.84158, -1.12211, 0.45470], [-1.20150, -0.04955, 0.50081], [-1.34151, 0.61303, 1.28248], [-0.29481, 0.14535, -0.10003], [1.58709, -0.43398, -0.19558], [2.53164, 0.77022, -0.95407], [0.45546, 1.09398, -0.44698]]}

=====

(4)
{"formula": "CH5FO2SSi", "method": "ωB97M-V/def2-TZVPD", "homo_ev": -9.628, "lumo_energy_ev": -0.651, "smiles": "O=[Si](O)F.CS", "charge": 0, "molar_mass_g_mol": 128.20, "homo_lumo_gap_ev": 9.0, "elements": ["S", "Si", "F", "O", "O", "C", "H", "H", "H", "H", "H"], "coordinates": [[0.77344, 0.92334, 0.18895], [-3.29051, -0.18836, 0.51037], [-3.91488, 1.18157, 0.99830], [-2.53291, 0.16895, -0.83829], [-3.70436, -1.60794, 0.89302], [0.87161, 0.37243, -1.57224], [-2.21431, 1.09018, -0.86435], [1.99394, 0.03678, -1.70642], [0.08793, -0.36777, -1.85168], [0.73757, 1.40434, -2.12503], [0.27717, -0.05501, 0.73890]]}

=====

(5)
{"formula": "CH5FOSi", "method": "ωB97M-V/def2-TZVPD", "homo_ev": -9.066, "lumo_energy_ev": 0.503, "charge": 0, "molar_mass_g_mol": 80.13, "homo_lumo_gap_ev": 9.6, "elements": ["Si", "F", "O", "C", "H", "H", "H", "H", "H"], "coordinates": [[-0.71929, -0.90050, -0.07520], [2.39375, -0.24329, -0.36579], [-1.84639, 0.06725, 0.43764], [1.56008, -0.54421, 0.71661], [-0.67740, -2.14519, 0.64070], [-2.27405, 0.11742, 1.28989], [1.80303, 0.18637, 1.45751], [1.83771, -1.57590, 0.84185], [-1.08942, -1.21640, -1.45804]]}

=====

(6)
{"formula": "CH5FOSi", "method": "ωB97M-V/def2-TZVPD", "s_squared": 2.004, "multiplicity": 3, "homo_ev": [-5.016, -11.446], "lumo_energy_ev": [0.608, -2.190], "charge": 0, "molar_mass_g_mol": 80.13, "homo_lumo_gap_ev": [5.6, 9.3], "elements": ["Si", "F", "O", "C", "H", "H", "H", "H", "H"], "coordinates": [[-0.85657, 0.39960, -0.50097], [2.20256, 0.91926, 0.15624], [-1.49222, 0.22713, 0.98285], [1.39265, -0.13286, 0.02698], [-1.44732, 1.45253, -1.33828], [-1.58041, -0.62465, 1.43160], [-0.97810, -0.84286, -1.13415], [1.49660, -0.80367, -0.74058], [1.26282, -0.59448, 1.11633]]}

=====

(7)
{"formula": "CH5IN2", "method": "ωB97M-V/def2-TZVPD", "s_squared": 2.010, "multiplicity": 3, "homo_ev": [-6.388, -9.174], "lumo_energy_ev": [0.934, -2.485], "charge": 0, "molar_mass_g_mol": 171.97, "homo_lumo_gap_ev": [7.3, 6.7], "elements": ["I", "N", "N", "C", "H", "H", "H", "H", "H"], "coordinates": [[2.66548, 0.28971, -0.03764], [-0.28337, -0.76643, -0.48731], [1.00779, -1.02677, 0.25082], [-0.87813, 0.51793, 0.02678], [-1.22154, 0.39344, 0.99757], [0.76173, -0.82675, 1.16776], [-0.36681, -0.71173, -1.51160], [-1.74294, 0.87099, -0.54158], [0.05779, 1.25960, 0.13520]]}

=====

(8)
{"formula": "CH5INO", "method": "ωB97M-V/def2-TZVPD", "homo_ev": -14.316, "lumo_energy_ev": -4.337, "smiles": "[NH3+][C@H](O)I", "charge": 1, "molar_mass_g_mol": 173.96, "homo_lumo_gap_ev": 10.0, "elements": ["I", "O", "N", "C", "H", "H", "H", "H", "H"], "coordinates": [[1.18198, 0.18652, 2.48864], [0.00404, 1.71255, 0.30108], [0.06967, -0.69512, -0.28301], [-0.19849, 0.50825, 0.82145], [1.09454, -0.90453, -0.34172], [-0.60223, -1.35315, 0.05954], [0.87540, 1.95832, -0.05147], [-0.26348, -0.23621, -1.10872], [-1.12085, 0.57467, 1.33533]]}

=====

(9)
{"formula": "CH5IOSi", "method": "ωB97M-V/def2-TZVPD", "homo_ev": [-8.370, -8.161], "lumo_energy_ev": [-1.141, -1.155], "charge": 0, "molar_mass_g_mol": 188.04, "homo_lumo_gap_ev": [7.2, 7.0], "elements": ["I", "Si", "O", "C", "H", "H", "H", "H", "H"], "coordinates": [[1.42979, 2.14413, -0.21640], [-0.04918, 0.23849, 0.32195], [2.34291, -1.25376, 0.94239], [-1.29799, 0.07299, -1.04061], [-2.10014, 0.74421, -0.68496], [2.39112, -1.15200, 1.89528], [-0.97158, 0.24885, -2.08590], [-1.78788, -0.90379, -0.83768], [0.04295, -0.13912, 1.70592]]}

=====

(10)
{"formula": "CH5ISSi", "method": "ωB97M-V/def2-TZVPD", "homo_ev": -8.813, "lumo_energy_ev": -0.655, "smiles": "[SiH3]CSI", "charge": 0, "molar_mass_g_mol": 204.11, "homo_lumo_gap_ev": 8.2, "elements": ["I", "S", "Si", "C", "H", "H", "H", "H", "H"], "coordinates": [[3.00362, 0.88591, 0.02093], [0.92600, 2.10038, -0.12702], [-0.36122, -0.91594, 0.49325], [-0.47024, 0.53534, -0.66737], [0.89124, -1.52724, 0.52323], [-0.67696, 0.28768, -1.71913], [-0.80842, -0.64114, 1.87511], [-1.28274, 1.07108, -0.07794], [-1.22128, -1.79608, -0.32105]]}

=====

(11)
{"formula": "CH5N2", "method": "ωB97M-V/def2-TZVPD", "homo_ev": -16.768, "lumo_energy_ev": -4.091, "charge": 1, "molar_mass_g_mol": 45.06, "homo_lumo_gap_ev": 12.7, "elements": ["N", "N", "C", "H", "H", "H", "H", "H"], "coordinates": [[1.15617, -0.07225, 0.05171], [-1.16518, -0.04314, -0.01834], [0.01484, 0.46786, -0.03288], [-1.26076, -1.04568, -0.03474], [-1.93511, 0.45936, 0.31870], [1.24661, -1.35998, -0.07577], [1.99865, 0.46382, -0.19004], [0.16072, 1.61666, -0.00284]]}

=====

(12)
{"formula": "CH5N2O2", "method": "ωB97M-V/def2-TZVPD", "homo_ev": -2.504, "lumo_energy_ev": 4.605, "charge": -1, "molar_mass_g_mol": 77.06, "homo_lumo_gap_ev": 7.1, "elements": ["O", "O", "N", "N", "C", "H", "H", "H", "H", "H"], "coordinates": [[0.63234, -0.76902, 0.27911], [-1.96056, 0.06665, -1.98773], [-1.20039, -0.55592, 0.77530], [-1.45079, -1.11441, 1.74037], [1.03788, 0.14798, -0.61389], [-1.36427, -0.57748, -1.70459], [1.55516, 1.01403, -0.14938], [0.27467, 0.55714, -1.26769], [-1.77244, 0.75584, -1.31425], [1.74615, -0.41452, -1.28393]]}